Here is a 3-piece molecular cluster, C6H16NO3 overall in a non-equilibrium geometry from OMol25. Energies are from ωB97M-V/def2-TZVPD.

Energy: -518.6985 a.u.
Lowest unoccupied orbital energy: 3.30 eV
Net charge: -1
Frontier orbital gap: 7.237 eV

Positions of all 26 atoms, in Å:
O 3.6267 -2.3305 -1.5211
O 0.7117 -2.4804 0.8106
O 2.1502 -4.2678 -0.2133
N 0.0238 -0.0479 1.6358
C -0.7345 -0.5578 0.4853
C -1.2013 3.0659 -0.3472
C -0.0609 -1.8294 -0.1111
C -0.8276 0.5803 -0.5598
C -1.8870 4.3019 0.1616
C -1.4494 1.8193 0.0317
H 0.4635 -1.5359 -1.0435
H 2.5232 -4.7236 0.5531
H -2.0823 1.6538 0.8945
H 3.2502 -2.9955 -0.8936
H -0.8794 -2.5032 -0.4355
H -1.9844 5.0511 -0.6258
H -2.8699 4.0510 0.5508
H -1.3335 4.8561 0.9342
H -1.4082 0.2565 -1.4252
H 1.4943 -3.5478 0.1941
H 0.3342 -0.9137 2.0733
H -0.4791 3.2364 -1.1236
H 3.3041 -1.4944 -1.1727
H -1.7749 -0.7381 0.7837
H 0.1899 0.7792 -0.9079
H 0.9005 0.3148 1.2716

---

Here is a 2-piece molecular cluster, C6H16NS overall from OMol25. Energies are from ωB97M-V/def2-TZVPD.

Energy: -691.1774 a.u.
Lowest unoccupied orbital energy: 4.08 eV
Net charge: -1
Frontier orbital gap: 6.683 eV

Positions of all 24 atoms, in Å:
S -0.6061 -0.4042 0.3669
N 0.8893 2.6430 1.1612
C 3.0898 -0.2246 -0.0637
C -3.0540 -1.5890 -0.3433
C 2.5384 0.7658 0.9605
C 1.8189 1.9314 0.2813
C -2.4194 -0.2877 0.1396
C -2.6284 -1.9900 -1.7544
H 3.3797 1.1368 1.5626
H -1.5439 -2.0906 -1.7713
H -2.9151 -1.2511 -2.5072
H 3.7569 0.2550 -0.7848
H 2.5609 2.6142 -0.1449
H 1.3750 2.8837 2.0222
H -2.6116 0.5196 -0.5746
H 0.2153 1.9126 1.4117
H 3.6553 -1.0257 0.4242
H -2.8971 -0.0067 1.0828
H 1.8453 0.2625 1.6322
H -3.0761 -2.9496 -2.0326
H -2.7104 -2.3778 0.3331
H -4.1486 -1.5459 -0.2714
H 2.2713 -0.7002 -0.6048
H 1.2143 1.5183 -0.5251

---

Here is a 2-piece molecular cluster, C6H16O overall in a non-equilibrium geometry from OMol25. Energies are from ωB97M-V/def2-TZVPD.

Energy: -313.4111 a.u.
SMILES string: CCC(C)CC.O
Lowest unoccupied orbital energy: 0.72 eV
Frontier orbital gap: 11.406 eV

Positions of all 23 atoms, in Å:
O -1.8403 1.1026 -4.0921
C 1.2300 0.8284 1.3423
C 0.6639 2.2303 1.6760
C -1.0326 -0.1844 1.1536
C 0.3710 -0.0146 0.4579
C 0.1545 -2.6561 -0.0149
C 1.0127 -1.4096 0.2363
H -1.8138 0.4905 -3.3629
H 0.1214 0.3719 -0.5379
H 1.8554 -1.2819 -0.4503
H 1.5219 2.8976 1.7219
H -1.5508 0.7684 0.9714
H 0.2608 2.1433 2.6831
H 0.6563 -3.2390 -0.7982
H -0.0813 -3.3014 0.8213
H -0.7600 -2.4489 -0.5834
H -1.6183 -0.9446 0.6625
H -0.1035 2.5140 0.9697
H 2.2529 0.8372 0.9389
H -1.0222 -0.2141 2.2433
H 1.3820 0.1778 2.2161
H -2.4321 0.6794 -4.7280
H 1.5709 -1.6570 1.1567

---

Here is C6H16O10V as an isolated structure in a non-equilibrium geometry from OMol25. Energies are from ωB97M-V/def2-TZVPD.

Energy: -1934.6780 a.u.
⟨S²⟩: 2.0104
Lowest unoccupied orbital energy (alpha / beta): 2.66 / 2.66 eV
Multiplicity: 3
Net charge: -1
Frontier orbital gap (alpha / beta): 5.710 / 6.107 eV

Positions of all 33 atoms, in Å:
V -1.3945 14.1330 -5.2935
O -4.1938 13.1827 -8.2090
O 1.6767 13.6527 -7.6257
O -1.5813 12.2050 -4.8951
O 0.7191 13.3767 -5.6428
O -0.9849 14.7374 -3.2921
O -0.6668 15.8280 -6.0721
O -3.2113 14.7800 -4.6092
O -2.3365 13.7310 -7.1242
O 1.6495 11.6621 -6.6916
O -2.5112 13.9123 -9.3409
C 1.3310 12.9271 -6.5637
C -1.3344 14.6959 -9.3949
C -4.8601 12.8713 -6.9897
C 1.3578 10.7316 -5.6688
C -2.9585 13.6204 -8.1295
C 2.4801 13.1095 -8.6649
H -0.0912 14.8584 -2.9679
H 2.1526 12.1013 -8.9094
H -0.9614 14.7483 -10.4174
H 2.0494 10.8052 -4.8230
H 1.3406 9.7264 -6.0691
H -2.2642 11.8316 -4.3526
H -5.7969 12.4230 -7.3315
H -0.5844 14.1982 -8.7725
H -4.0668 14.4678 -4.8999
H 2.4110 13.7904 -9.5065
H -4.3282 12.1222 -6.4073
H -1.4524 15.7243 -9.0513
H -0.0002 16.4648 -6.2669
H -5.1222 13.7740 -6.4430
H 3.5224 13.0606 -8.3442
H 0.4183 11.0236 -5.1797

---

Here is a 2-piece molecular cluster, C6H16O2 overall in a non-equilibrium geometry from OMol25. Energies are from ωB97M-V/def2-TZVPD.

Energy: -388.6099 a.u.
SMILES string: CC[C@@H](C)CCO.O
Lowest unoccupied orbital energy: 0.59 eV
Frontier orbital gap: 10.741 eV

Positions of all 24 atoms, in Å:
O 3.2126 0.6622 0.6777
O -1.1820 1.8623 3.0571
C -1.9434 0.3126 -1.6499
C -1.0750 -1.5048 0.5393
C 2.0895 0.5848 -0.1899
C -0.2136 -0.3937 -0.0685
C -0.5959 -0.3819 -1.5904
C 1.3212 -0.6828 0.0727
H -0.6251 -2.4415 0.1582
H -2.1809 -1.3424 0.3414
H 0.2984 0.1732 -2.1048
H -2.0622 0.6807 -2.6327
H -0.6388 -1.4643 1.6046
H 1.5536 1.5003 -0.1213
H -1.0051 1.3851 2.2179
H -0.4553 0.5778 0.4107
H -2.0295 1.1687 -0.9434
H -0.3030 1.6800 3.4048
H 2.3771 0.5186 -1.2511
H -0.5987 -1.3192 -2.0294
H 3.3521 1.5752 0.8798
H 1.7007 -1.1841 1.0346
H -2.7701 -0.4657 -1.2481
H 1.7733 -1.5012 -0.5694

---

Here is C6H17B4LiNO6 as an isolated structure in a non-equilibrium geometry from OMol25. Energies are from ωB97M-V/def2-TZVPD.

Energy: -852.0482 a.u.
Lowest unoccupied orbital energy: -4.95 eV
Net charge: +1
Frontier orbital gap: 7.682 eV

Positions of all 35 atoms, in Å:
O -2.8622 0.9458 1.9597
O -2.2470 -2.6405 -2.0345
O 0.2052 1.1514 -1.2603
O -0.2852 -0.4718 0.3607
O 3.4945 -0.6353 -1.1035
O 0.5550 -1.1220 -1.7644
N -1.7830 -3.5380 0.1602
C 2.6682 0.4157 -1.5372
C 3.3192 -1.0362 0.2416
C -2.4720 1.8643 0.9726
C -0.9341 1.9599 0.8766
C -3.0828 1.4881 -0.3688
C 3.4668 0.0521 1.2987
B -1.5177 -2.5874 -0.8599
B -0.3555 -1.3556 -0.7611
B -0.3152 0.8345 -0.0367
B 1.1209 0.1104 -1.5533
Li 0.7534 3.5577 0.8583
H -2.9940 0.4226 -0.5547
H -2.2823 -3.5675 -2.3354
H -2.6389 2.0338 -1.1968
H -4.1376 1.7325 -0.3679
H 2.9561 0.6165 -2.5701
H -0.5291 1.9001 1.8948
H -0.6509 2.9376 0.4734
H 2.3889 -1.5864 0.3903
H 4.1062 -1.7573 0.4277
H -2.1852 0.2627 2.0829
H 3.1061 -0.3645 2.2342
H -1.4770 -3.2674 1.0859
H 2.8368 1.3580 -1.0069
H -2.7658 -3.7869 0.2063
H 4.5143 0.2850 1.4418
H 2.8691 0.9392 1.1089
H -2.8453 2.8490 1.2369

---

Here is C6H17BBr2GaO3S as an isolated structure in a non-equilibrium geometry from OMol25. Energies are from ωB97M-V/def2-TZVPD.

Energy: -7960.3929 a.u.
Lowest unoccupied orbital energy: 2.56 eV
Net charge: -1
Frontier orbital gap: 7.186 eV

Positions of all 31 atoms, in Å:
Br -0.6864 -5.7184 -0.0714
Br -1.0901 -3.1926 -2.1243
Ga 1.8176 -1.7598 -1.4751
S 3.9751 -2.5969 -1.1169
O 0.8821 1.2552 -1.0971
O 1.9116 0.0773 0.9807
O -2.5705 3.3070 0.2749
C 0.9507 -4.5150 -0.2501
C 1.5655 -4.4138 1.2928
C -2.8305 5.6317 0.8301
C -0.5509 1.1533 -0.6830
C -1.8633 4.4802 0.6490
C 0.3469 -3.0495 -0.7383
B 1.5031 0.0640 -0.4565
H -0.1413 -2.5507 0.2293
H -1.2968 1.3472 -1.5854
H -1.1240 4.7066 -0.1255
H -3.3799 5.8255 -0.0969
H -3.0317 3.4965 -0.5602
H 1.7398 -4.9350 -1.0116
H 2.6284 -4.8968 1.4039
H -2.3015 6.5429 1.1233
H 1.5897 -1.5638 -3.0597
H 0.8697 -4.9659 2.0795
H 1.6027 -3.2693 1.5621
H -1.3324 4.2755 1.5835
H -0.7296 0.0219 -0.3706
H -0.7752 1.8667 0.2438
H -3.5743 5.3923 1.5971
H 4.7581 -1.6088 -0.4645
H 1.1374 -0.4073 1.4371

---

Here is C6H17BrCaClO6S as an isolated structure in a non-equilibrium geometry from OMol25. Energies are from ωB97M-V/def2-TZVPD.

Energy: -4799.3623 a.u.
Lowest unoccupied orbital energy: -7.63 eV
Net charge: +1
Frontier orbital gap: 2.793 eV

Positions of all 33 atoms, in Å:
Br 1.2306 1.0325 -2.9031
Ca -1.2177 -1.4517 -2.8673
Cl 6.3503 -0.8604 -2.5501
S 1.1580 1.1889 -0.7449
O -5.4500 -1.2643 1.9240
O 7.7133 -1.1091 -2.2338
O 5.5370 -2.0448 -2.2895
O -2.2138 0.3346 1.7644
O 5.8101 0.2061 -1.6858
O 6.1887 -0.4666 -3.9215
C -5.3060 -1.5948 0.6791
C 3.0214 -0.8473 -0.6745
C 0.0343 -0.1404 -0.2941
C 2.7404 0.5776 -0.2169
C -3.0468 2.5053 2.5471
C -3.3326 1.2473 1.7568
H -2.8502 2.2669 3.5941
H 3.4839 1.2700 -0.6253
H -2.0438 0.0934 2.6823
H 2.7067 0.7092 0.8699
H -3.8985 3.1835 2.5101
H -5.9316 -2.4481 0.3227
H 2.1739 -1.3669 -1.1264
H -4.2120 0.7313 2.1455
H -2.1713 3.0259 2.1544
H -3.5158 1.4808 0.7067
H -0.1903 -0.6707 -1.2195
H -4.2400 -2.0445 0.4833
H 3.3792 -1.4546 0.1517
H -0.8503 0.3009 0.1798
H 3.7987 -0.7799 -1.4232
H -5.4046 -0.7789 -0.0639
H 0.5488 -0.8313 0.3681

---

Here is a 4-piece molecular cluster, C6H17FN4O6Si overall in a non-equilibrium geometry from OMol25. Energies are from ωB97M-V/def2-TZVPD.

Energy: -1298.3670 a.u.
SMILES string: CC(C)=N[SiH2]F.C[N+](=O)[O-].C[N+](=O)[O-].C[N+](=O)[O-]
Lowest unoccupied orbital energy: -0.35 eV
Frontier orbital gap: 8.115 eV

Positions of all 35 atoms, in Å:
Si -3.7594 -2.5399 1.6630
F -4.8756 -1.2651 1.5306
O 0.1609 1.0626 -4.8331
O 0.7377 3.1282 -4.6287
O 0.7913 2.5370 -0.0933
O 1.9586 -2.0735 4.3355
O 1.0934 0.5742 -0.9310
O 1.6446 -0.1077 5.1627
N -2.3874 -2.3079 0.6019
N -0.0395 2.2499 -4.9501
N 1.2198 1.7823 -0.9391
N 2.0778 -0.8657 4.3243
C 1.9592 2.3747 -2.0821
C -1.3422 2.6601 -5.5331
C -0.8547 -0.5086 1.3902
C -0.2811 -3.0566 1.7738
C 2.8188 -0.2744 3.1807
C -1.2899 -2.0093 1.2129
H -0.2665 -0.3573 2.3261
H 2.2892 -0.5478 2.2701
H -4.4807 -3.7337 1.1797
H 0.3407 -2.5867 2.5916
H -1.4034 2.2314 -6.5304
H -1.7399 0.1657 1.3549
H 1.9918 3.4523 -1.9557
H -2.1264 2.2706 -4.8883
H 0.4440 -3.2561 0.9368
H 1.4265 2.1091 -2.9911
H -1.3785 3.7443 -5.5751
H -0.1916 -0.2231 0.5275
H 3.8235 -0.6904 3.1918
H 2.8450 0.8040 3.3035
H -3.4234 -2.6776 3.0789
H 2.9626 1.9546 -2.0765
H -0.7453 -4.0197 2.0711

---

Question: The lowest energy belongs to which entry?
Answer: C6H17BBr2GaO3S